C26H44BNO25P | ωB97M-V/def2-TZVPD

Structure (XYZ):
```
98
Properties=species:S:1:pos:R:3:forces:R:3:lowdin_charge:R:1
C -10.073671 5.439247 -0.249253 0.54 -0.30 -0.86 -0.224
C -8.732420 4.454821 -0.398535 -1.24 1.74 -2.41 -0.460
P -8.773640 2.954347 0.783237 0.56 -0.03 -1.02 0.246
B -7.085910 3.364756 1.589347 1.60 0.66 1.75 -0.636
N -7.019145 3.276967 3.124529 -0.10 -0.46 -0.71 0.043
O -5.837441 3.719108 0.881958 -0.87 1.14 0.55 -0.064
H -10.421657 5.557178 0.862099 0.78 -0.04 -2.07 0.041
H -9.838103 6.472774 -0.784167 -0.71 -1.94 1.33 0.050
H -10.940336 4.926528 -0.850370 1.53 1.03 1.24 0.052
H -7.749556 5.089039 -0.366237 -1.64 -0.90 0.06 0.046
H -8.810933 4.010971 -1.504065 0.29 0.98 2.15 0.069
H -9.455783 3.740030 1.782993 -0.65 0.34 0.74 -0.059
H -9.992904 2.514552 0.150707 -0.80 0.06 -0.30 -0.067
H -8.031589 2.211569 -0.244337 0.41 -0.60 -0.64 -0.070
H -8.841102 1.747705 1.601877 0.00 -0.27 0.56 -0.065
H -6.919425 2.260906 3.376235 -0.03 1.40 -0.13 0.043
H -7.924784 3.612593 3.528400 0.82 -0.87 -0.67 0.019
H -5.845937 4.698976 0.670840 -0.18 -1.91 0.32 0.081
C -2.832267 2.292518 -0.189537 -1.39 0.17 -0.12 -0.123
C -2.310024 2.284589 1.210531 -1.03 0.11 1.07 -0.122
O -0.957208 1.901732 1.051079 0.94 0.07 -1.28 0.061
C -0.599878 2.229023 -0.225187 1.47 -0.02 -0.49 -0.520
O 0.542614 2.194487 -0.650866 -1.95 -0.03 0.69 0.103
O -1.687217 2.600726 -0.962076 1.48 -0.24 0.33 0.062
H -3.613681 3.042792 -0.338266 0.13 -0.19 -0.02 0.129
H -3.214513 1.314122 -0.498913 0.05 0.06 0.04 0.120
H -2.344768 3.275560 1.675361 -0.04 -0.11 -0.09 0.144
H -2.841721 1.573706 1.848967 0.20 0.15 -0.08 0.118
C 3.717021 0.710427 -1.501970 -0.65 0.66 0.94 -0.140
C 3.016477 0.044215 -2.641440 -1.25 -0.06 -0.06 -0.140
O 4.039398 -0.110258 -3.606784 1.17 -0.02 0.22 0.061
C 5.225986 -0.106627 -2.931763 1.88 -0.47 -0.79 -0.511
O 6.303023 -0.387317 -3.430651 -2.15 0.56 1.00 0.123
O 5.049832 0.250924 -1.626160 0.52 -0.50 -1.08 0.062
H 3.298015 0.427016 -0.532562 0.22 0.08 -0.15 0.139
H 3.710096 1.802089 -1.587459 -0.04 -0.13 0.01 0.140
H 2.630237 -0.945004 -2.373933 0.05 0.07 -0.01 0.136
H 2.197264 0.650340 -3.037876 0.22 -0.13 -0.03 0.138
C 9.273386 0.908963 -2.590328 -1.29 -0.23 0.37 -0.148
C 10.004266 -0.092109 -3.424989 -0.31 -1.22 -0.28 -0.146
O 11.104836 0.642967 -3.925516 0.58 1.32 0.36 0.058
C 11.316781 1.678179 -3.061183 1.57 1.17 -0.08 -0.521
O 12.289392 2.413518 -3.092597 -1.88 -1.44 0.07 0.111
O 10.299315 1.782302 -2.157085 1.20 0.19 -0.59 0.063
H 8.768745 0.449720 -1.735885 0.20 0.20 -0.18 0.123
H 8.542214 1.482467 -3.169607 0.07 -0.06 0.02 0.131
H 10.380457 -0.934061 -2.834315 -0.07 0.49 -0.33 0.106
H 9.391029 -0.478269 -4.243816 0.18 0.13 0.04 0.141
C 9.295958 -4.960771 -2.642657 0.54 -0.88 -0.65 -0.140
C 8.274905 -5.023411 -1.553383 -0.70 -1.05 0.27 -0.139
O 8.520839 -3.845674 -0.808690 0.60 1.03 -0.48 0.076
C 9.139334 -2.966124 -1.649826 0.18 1.83 0.50 -0.480
O 9.343981 -1.792201 -1.389614 -0.61 -2.87 0.00 0.109
O 9.497756 -3.571223 -2.819811 -0.35 1.07 0.81 0.067
H 8.944987 -5.422781 -3.569483 0.08 0.23 0.06 0.142
H 10.245908 -5.421735 -2.352501 -0.38 0.32 -0.13 0.105
H 7.250222 -4.990950 -1.938438 0.07 0.07 0.00 0.137
H 8.390564 -5.910882 -0.925150 -0.02 0.39 -0.06 0.119
C -4.913508 -2.707320 3.112014 -0.49 -1.09 -0.07 -0.130
C -3.481569 -2.294013 3.003769 0.92 -0.72 0.12 -0.135
O -3.561794 -0.964731 2.525552 -0.61 0.47 -0.07 0.043
C -4.791650 -0.489261 2.879159 -1.29 2.44 -0.03 -0.500
O -5.135281 0.676440 2.775508 1.01 -2.70 0.15 0.145
O -5.585847 -1.487832 3.364525 0.60 1.00 -0.20 0.079
H -5.081370 -3.418226 3.925694 -0.10 0.23 -0.08 0.139
H -5.296757 -3.135839 2.180040 0.04 0.02 0.14 0.114
H -2.972815 -2.290964 3.973540 -0.04 0.03 -0.07 0.134
H -2.918318 -2.922950 2.308898 -0.04 0.24 0.03 0.137
C -4.935057 -1.241281 -1.240661 -0.18 1.28 -0.15 -0.129
C -3.944229 -2.049220 -2.014278 0.60 0.42 -0.87 -0.136
O -3.844114 -3.245508 -1.265286 -0.66 -0.40 0.71 0.059
C -5.001513 -3.364754 -0.551237 -0.80 -1.54 0.99 -0.523
O -5.326629 -4.361480 0.072076 0.76 2.01 -1.20 0.118
O -5.747524 -2.224027 -0.626611 0.47 -1.26 0.21 0.073
H -5.533557 -0.589754 -1.883273 -0.06 -0.14 0.28 0.148
H -4.462604 -0.635356 -0.460451 -0.07 -0.06 -0.04 0.118
H -4.297934 -2.291370 -3.022024 0.02 0.01 0.10 0.136
H -2.971520 -1.555216 -2.088155 -0.09 -0.24 0.07 0.136
C 13.536696 -7.707230 -1.582836 1.18 0.31 -0.08 -0.135
C 13.015423 -9.086410 -1.339670 0.63 -0.98 -0.01 -0.138
O 11.695996 -8.859564 -0.881663 -0.56 1.02 -0.22 0.074
C 11.315739 -7.637353 -1.356281 -1.94 0.57 0.21 -0.481
O 10.179592 -7.197878 -1.295311 2.62 -1.48 0.08 0.116
O 12.372066 -6.972055 -1.908572 -1.10 -0.35 0.29 0.068
H 14.258542 -7.673560 -2.403471 -0.23 0.15 0.08 0.140
H 13.992932 -7.268910 -0.689076 -0.07 -0.04 -0.08 0.139
H 12.973863 -9.685215 -2.255641 -0.01 0.07 0.08 0.138
H 13.599417 -9.625597 -0.588747 -0.27 0.06 -0.05 0.139
C -9.613305 7.169649 5.818180 -0.04 0.90 0.44 -0.151
C -8.535664 6.479652 5.046439 1.04 0.32 -0.39 -0.140
O -8.967214 5.132401 5.018257 -0.99 -0.05 0.31 0.043
C -10.321096 5.145576 5.192862 -1.51 -2.52 -0.55 -0.513
O -11.042965 4.172307 5.053804 1.68 2.40 0.49 0.137
O -10.761459 6.389571 5.542191 0.07 -0.61 -0.22 0.056
H -9.760302 8.203752 5.494665 -0.15 -0.20 0.04 0.133
H -9.428476 7.157040 6.897422 0.00 -0.01 -0.05 0.131
H -8.456935 6.847462 4.017938 -0.02 -0.06 0.08 0.140
H -7.558485 6.563969 5.529833 -0.13 -0.22 -0.13 0.137
```
Positions in Å, forces in eV/Å.

* HOMO level: -2.62 eV
* total charge: -1
* M: 812.41 g/mol
* HOMO-LUMO gap: 3.6 eV
* energy above the lowest of the compared OMol25 structures with the same formula, charge and spin: 41.0 kcal per mole